Below is a molecular structure, C14H15BaCl2N2S at a distorted geometry, with properties calculated with ωB97M-V with the def2-TZVPD basis set.

The geometry in XYZ format:
```
35
Properties=species:S:1:pos:R:3:mulliken_charge:R:1
Ba 0.4042 0.2460 0.0027 1.61
C 0.5858 2.9859 -0.7398 -0.75
C -0.7757 3.0568 -0.4697 -0.14
C -0.9787 2.7739 0.8828 -0.55
C 0.2577 2.5148 1.4762 -0.61
C 1.2635 2.6447 0.4605 -1.00
H 1.0728 3.2828 -1.6593 0.40
H -1.5492 3.3338 -1.1730 0.47
H -1.9276 2.8168 1.4005 0.46
H 0.4593 2.5160 2.5399 0.41
H 2.2816 2.9468 0.6751 0.55
Cl -2.2018 -1.3508 1.0779 -0.13
C -1.8358 -2.9444 0.4222 -0.36
Cl -0.3473 -2.8838 -0.5090 -0.10
H -2.6466 -3.2477 -0.2403 0.34
H -1.7014 -3.6455 1.2464 0.36
S -0.2563 0.7367 -5.1732 -0.10
C 0.6282 -0.7057 -4.9008 -0.26
C 0.7464 -0.9358 -3.5679 -0.66
N 0.1600 -0.0054 -2.7685 0.11
C -0.4047 0.9255 -3.4800 -0.20
H 1.0013 -1.2912 -5.7170 0.44
H 1.2594 -1.7721 -3.1265 0.36
H -0.9199 1.7641 -3.0507 0.33
C 3.7685 -2.2399 3.5207 -0.20
C 4.1467 -1.1744 2.7188 -0.68
C 3.2138 -0.6300 1.8526 -0.16
N 1.9620 -1.0712 1.7486 -0.07
C 1.6042 -2.0849 2.5338 -0.09
C 2.4657 -2.7039 3.4234 -0.66
H 4.4681 -2.6938 4.2045 0.41
H 5.1456 -0.7699 2.7607 0.39
H 3.4793 0.2038 1.2146 0.40
H 0.5758 -2.4154 2.4530 0.27
H 2.1208 -3.5296 4.0252 0.40
```

Its electronic energy is -54310.6713 eV. The HOMO-LUMO gap comes out at 8.175 eV. The charge is +1. The HOMO energy is -10.7 eV.

***

Below is 2 unconnected molecules or ions with the total composition C4H7NO2, with properties calculated with ωB97M-V with the def2-TZVPD basis set.

The geometry in XYZ format:
```
14
Properties=species:S:1:pos:R:3:mulliken_charge:R:1
O -0.0859 -0.3403 -2.1342 -0.53
C 0.0635 -0.6207 -0.7836 0.56
C 1.2460 -0.0927 -0.0477 -0.72
N 0.8014 0.2516 1.1367 0.19
C -0.5676 0.2191 1.3258 -0.85
C -1.1329 -0.1559 0.0795 0.53
O -2.2716 -0.1653 -0.3808 -0.67
H -1.0513 -0.2479 -2.2411 0.35
H 0.1021 -1.7174 -0.5917 0.20
H 2.2994 -0.1349 -0.2847 0.39
H 0.4381 2.6040 -0.3726 0.03
H 1.4271 0.5393 1.8801 0.23
H -0.1687 2.5935 0.0613 -0.03
H -1.0090 0.6538 2.2089 0.32
```

Its electronic energy is -9843.7871 eV. The HOMO-LUMO gap (spin up / spin down) comes out at 8.039 / 8.038 eV. The HOMO energy (spin up / spin down) is -7.9 / -7.9 eV.

***

Below is a molecular structure, C26H36N5P2PdS2 at a distorted geometry, with properties calculated with ωB97M-V with the def2-TZVPD basis set.

The geometry in XYZ format:
```
72
Properties=species:S:1:pos:R:3:mulliken_charge:R:1
Pd 0.4773 0.1482 0.0949 -0.57
C -2.1672 -3.3590 3.8454 -0.79
S -0.7430 -3.6896 2.7878 0.07
C -0.3580 -2.1316 2.1638 0.50
S 0.8310 -2.1783 0.8589 -0.17
N -0.8624 -1.0502 2.6152 -0.76
N -0.5025 0.0873 2.0114 0.21
C -0.3991 1.2102 2.6211 -0.50
C -0.3296 2.4153 1.8134 0.74
C -0.4974 3.6658 2.3720 -0.88
C -0.6092 4.7725 1.5315 -0.44
C -0.5312 4.5840 0.1648 -0.96
C -0.2849 3.3059 -0.3233 -0.16
N -0.1803 2.2464 0.4731 0.38
H -2.1462 -4.1031 4.6389 0.40
H -3.0726 -3.4905 3.2580 0.30
H -2.1117 -2.3578 4.2594 0.29
H -0.4506 1.2748 3.7059 0.54
H -0.5662 3.7781 3.4462 0.51
H -0.7638 5.7595 1.9469 0.48
H -0.6652 5.4064 -0.5240 0.48
H -0.1755 3.1351 -1.3863 0.40
C 0.2918 0.9143 -3.6368 -1.65
P 0.1590 -0.2263 -2.2367 1.46
C 1.6270 -1.3075 -2.5001 -0.26
N 1.6318 -2.1038 -3.5300 -0.07
C 2.6748 -2.9158 -3.7922 0.30
C 2.6732 -3.8035 -4.8842 -0.55
C 3.7711 -4.5833 -5.1132 -0.60
C 4.9090 -4.5205 -4.2688 -0.62
C 4.9296 -3.6956 -3.1825 -0.59
C 3.8160 -2.8727 -2.9169 0.29
N 3.7794 -2.0491 -1.8557 -0.12
C 2.7450 -1.2859 -1.6239 -0.26
P 2.8215 -0.2811 -0.1057 1.53
C 3.9418 -1.2238 0.9478 -1.41
C 3.6959 1.3229 -0.5534 1.69
C 5.1330 1.0011 -0.9636 -1.67
C 3.6196 2.2006 0.7073 -1.56
C 2.9292 1.9817 -1.6953 -1.54
C -1.4280 -1.2154 -2.5367 1.72
C -1.6032 -2.2047 -1.3853 -1.75
C -1.4217 -1.9245 -3.8862 -1.64
C -2.5522 -0.1626 -2.4677 -1.66
H 0.2830 0.3052 -4.5425 0.48
H 1.2020 1.5042 -3.6032 0.38
H -0.5644 1.5896 -3.6403 0.50
H 1.8051 -3.8495 -5.5281 0.51
H 3.7762 -5.2614 -5.9561 0.45
H 5.7681 -5.1392 -4.4899 0.45
H 5.7765 -3.6554 -2.5102 0.51
H 4.8918 -1.2930 0.4180 0.49
H 3.5514 -2.2170 1.1444 0.51
H 4.0813 -0.7038 1.8969 0.40
H 5.7705 0.8219 -0.0988 0.41
H 5.5346 1.8668 -1.4945 0.47
H 5.1986 0.1446 -1.6358 0.40
H 4.1306 1.7444 1.5564 0.41
H 2.5787 2.3890 0.9848 0.23
H 4.1020 3.1594 0.5126 0.49
H 3.0915 1.4386 -2.6275 0.39
H 3.2923 3.0010 -1.8344 0.72
H 1.8618 2.0313 -1.4776 -0.10
H -0.8388 -2.9821 -1.3974 0.35
H -2.5799 -2.6830 -1.4679 0.61
H -1.5781 -1.6857 -0.4256 0.41
H -0.6048 -2.6316 -3.9772 0.36
H -1.3802 -1.2282 -4.7230 0.41
H -2.3619 -2.4768 -3.9618 0.50
H -2.4709 0.4541 -1.5662 0.30
H -3.5135 -0.6760 -2.4300 0.51
H -2.5677 0.4831 -3.3452 0.38
```

Its electronic energy is -78697.8665 eV. The HOMO-LUMO gap comes out at 4.746 eV. The charge is +3. The HOMO energy is -16.7 eV.

***

Below is a molecular structure, C30H32ClN3SSi2Ta at a distorted geometry, with properties calculated with ωB97M-V with the def2-TZVPD basis set.

The geometry in XYZ format:
```
70
Properties=species:S:1:pos:R:3:mulliken_charge:R:1
C -2.4295 -0.3161 3.9149 -0.28
C -2.7417 0.2146 2.6249 -1.08
C -2.5688 -0.8376 1.6753 -0.36
H -3.1697 1.1944 2.4208 0.52
C -2.0764 -2.0024 2.3615 -0.58
C -1.9405 -1.6607 3.7447 -0.59
H -1.7319 -2.3503 4.5485 0.62
H -2.7451 0.1262 4.8555 0.62
H -2.9306 -0.8168 0.6558 1.33
H -1.9481 -2.9887 1.9330 0.58
Ta -0.6450 -0.3369 2.5637 1.03
Si -0.7833 -0.6886 -1.2811 -0.06
C -0.6674 0.8120 -2.4005 0.78
C 0.4037 0.9649 -3.3036 -0.52
H 1.2106 0.2240 -3.3589 0.87
C 0.4296 2.0552 -4.1813 -0.79
H 1.2864 2.1886 -4.8477 0.51
C -0.6226 2.9665 -4.1946 -0.69
H -0.5971 3.8246 -4.8679 0.47
C -1.7022 2.7952 -3.3232 -0.68
H -2.5291 3.5063 -3.3254 0.47
C -1.7310 1.7131 -2.4416 -0.40
H -2.5776 1.5751 -1.7644 0.44
C -0.4533 -1.9715 -2.6417 0.90
C -1.2292 -1.8730 -3.8113 -0.41
H -2.0969 -1.2072 -3.8321 0.38
C -0.8769 -2.5641 -4.9742 -0.71
H -1.4663 -2.4371 -5.8839 0.44
C 0.2397 -3.4044 -4.9726 -0.60
H 0.5370 -3.9315 -5.8846 0.41
C 0.9705 -3.5765 -3.7941 -0.75
H 1.8232 -4.2541 -3.7657 0.43
C 0.6188 -2.8664 -2.6340 -0.18
H 1.2067 -3.0067 -1.7255 0.11
H -2.1913 -0.8560 -0.9093 -0.27
Si 2.3029 1.4064 -1.0811 0.48
C 1.9621 -0.2827 -0.4145 0.37
C 0.5782 -0.7932 -0.0174 3.81
H 0.2060 -0.0363 0.7597 -3.43
C 0.4899 -2.1826 0.4715 -0.44
H -0.4282 -2.7656 0.2744 0.79
C 1.6352 -2.8147 0.9296 -1.56
H 1.5442 -3.7869 1.4205 0.80
C 2.8924 -2.2467 0.7216 -0.89
H 3.7755 -2.7927 1.0465 0.52
C 3.0422 -1.0316 0.0475 -0.70
H 4.0473 -0.6478 -0.1184 0.53
C 1.1526 2.8366 -0.6942 0.80
C -0.0358 2.7848 0.0522 -0.07
H -0.2896 1.8729 0.5905 0.52
C -0.9223 3.8554 0.1013 -0.78
H -1.8464 3.7456 0.6700 0.45
C -0.6345 5.0254 -0.6011 -0.55
H -1.3425 5.8563 -0.5863 0.44
C 0.5564 5.1197 -1.3284 -0.72
H 0.7810 6.0257 -1.8944 0.45
C 1.4551 4.0525 -1.3523 -0.49
H 2.3905 4.1354 -1.9117 0.39
H 3.6440 1.7689 -0.8555 -0.13
Cl 1.4104 1.0274 2.4233 -0.21
N 0.8171 -1.7242 3.7219 -0.55
N 0.6180 -1.6549 5.1427 -0.53
C 0.3498 -0.4480 5.7148 0.72
N 0.5871 -0.3730 7.0406 -0.38
S -0.3419 0.8716 4.8782 -0.24
H 1.7867 -1.4528 3.4901 0.41
H 0.7720 -2.7104 3.4350 0.41
H 1.2443 -2.2702 5.6781 0.33
H 0.4143 0.5016 7.5256 0.27
H 1.1109 -1.0863 7.5402 0.21
```

Its electronic energy is -76734.6721 eV. The HOMO-LUMO gap comes out at 4.605 eV. The charge is +3. The HOMO energy is -15.7 eV.

***

Below is a gas-phase ion, C7H14N3O3 (charge +1) at a distorted geometry, with properties calculated with ωB97M-V with the def2-TZVPD basis set.

The geometry in XYZ format:
```
27
Properties=species:S:1:pos:R:3:mulliken_charge:R:1
C 1.0252 -0.1542 0.6476 0.08
C 0.3114 -0.4397 -0.9755 -0.07
C -1.1084 0.4903 0.7083 -0.36
C -1.8026 -0.5457 1.5551 -1.32
C 0.5580 2.1152 1.6924 -0.96
C -1.3177 1.1696 -1.7985 -0.74
C 1.3124 -2.4836 -2.0373 -0.67
N 0.2201 0.7519 1.1162 0.26
N 2.4329 -0.2626 0.9922 0.94
N -1.0977 0.1329 -0.7530 0.15
O 3.1511 -0.9433 0.2682 -0.54
O 2.6976 0.0672 2.1620 -0.53
O 0.2325 -1.7200 -1.5529 -0.25
H -1.8423 1.4703 0.7661 0.44
H -2.8491 -0.5174 1.1984 0.41
H -1.5538 -0.3395 2.6541 0.36
H -1.2883 -1.5211 1.2932 0.34
H 1.1558 2.7225 0.9508 0.34
H -0.3780 2.4780 2.1136 0.36
H 1.3174 1.9678 2.4371 0.36
H -0.4990 1.8846 -1.6831 0.35
H -1.2095 0.6108 -2.7911 0.32
H -2.2021 1.7534 -1.4828 0.34
H 0.6936 -3.1787 -2.4883 0.35
H 2.0379 -2.8664 -1.3097 0.27
H 1.7465 -1.9326 -2.8741 0.32
H -1.7439 -0.7097 -0.8090 0.46
```

Its electronic energy is -18083.6095 eV. The HOMO-LUMO gap (spin up / spin down) comes out at 7.094 / 7.655 eV. The SMILES is COC1=C([N+](=O)[O-])N(C)[C@H](C)[N@H+]1C. The charge is +1. The HOMO energy (spin up / spin down) is -12.2 / -12.7 eV.

***

Below is a gas-phase ion, C6H8N (charge +1) at a distorted geometry, with properties calculated with ωB97M-V with the def2-TZVPD basis set.

The geometry in XYZ format:
```
15
Properties=species:S:1:pos:R:3:mulliken_charge:R:1
C -0.2394 0.2420 -1.2072 0.11
C 1.0118 0.4188 -0.7950 0.27
C -1.4487 -0.1887 -1.2863 -0.56
C 2.0659 0.7595 -0.2536 0.71
C -2.3641 -0.8749 -0.1432 -0.31
C 3.3137 1.0585 0.3694 -1.13
N -1.7832 -0.6373 1.1566 -0.55
H -1.7464 -0.3228 -2.3633 0.31
H -3.3505 -0.4615 -0.1901 0.35
H -2.1775 -1.8293 -0.4706 0.32
H 3.2387 2.1225 0.7130 0.32
H 4.2067 0.7921 -0.3125 0.33
H 3.3582 0.5045 1.3217 0.33
H -1.5903 -1.4889 1.7158 0.26
H -2.4948 -0.0946 1.7453 0.26
```

Its electronic energy is -7829.9935 eV. The HOMO-LUMO gap comes out at 7.466 eV. The charge is +1. The HOMO energy is -13.9 eV.

***

Below is C23H32N2O6 in the gas phase, with properties calculated with ωB97M-V with the def2-TZVPD basis set.

The geometry in XYZ format:
```
63
Properties=species:S:1:pos:R:3:mulliken_charge:R:1
C -0.5269 1.6532 -6.1761 -1.13
C 0.4387 0.4932 -5.9809 -0.29
H 0.0836 -0.4052 -6.4900 0.34
H 1.4335 0.7642 -6.3486 0.33
O 0.5397 0.1234 -4.6042 -0.27
C 1.3744 0.8412 -3.8424 -0.53
O 2.0383 1.7506 -4.2649 -0.60
C 1.4245 0.3175 -2.4063 2.81
C 1.9960 1.4143 -1.4971 -1.06
H 2.9221 1.7937 -1.9292 0.53
C 1.0156 2.5759 -1.3345 -1.30
N -0.2782 2.1057 -0.8667 0.10
C -0.4494 2.0671 0.4952 0.67
O 0.3458 2.5671 1.2609 -0.68
N -1.6367 1.4867 0.9126 0.05
C -2.0600 1.2523 2.2119 1.12
C -1.2281 1.3864 3.3245 -0.24
C -1.7132 1.0989 4.5814 -0.95
C -3.0284 0.6726 4.7659 0.09
C -3.8594 0.5387 3.6546 -0.80
C -3.3787 0.8227 2.3963 -0.79
H -4.0274 0.7149 1.5370 0.32
H -4.8784 0.2110 3.7871 0.43
C -3.4924 0.3759 6.1335 0.69
O -2.8075 0.4538 7.1258 -0.62
O -4.7862 -0.0015 6.1738 -0.30
C -5.2965 -0.2995 7.4623 -0.65
H -5.2134 0.5721 8.1154 0.29
H -4.7392 -1.1250 7.9107 0.29
H -6.3390 -0.5739 7.3218 0.23
H -1.0793 1.1989 5.4492 0.44
H -0.2152 1.7250 3.1889 0.53
H -2.3406 1.3117 0.2119 0.12
C -0.8598 1.1768 -1.8115 -1.22
H -1.8758 0.8911 -1.5343 0.37
C 0.0209 -0.0705 -1.9261 -1.08
H -0.4287 -0.7893 -2.6114 0.61
H 0.1031 -0.5168 -0.9347 0.36
H -0.9160 1.6873 -2.7789 0.37
H 1.3992 3.2864 -0.6024 0.56
H 0.8674 3.0878 -2.2891 0.39
H 2.2099 0.9814 -0.5215 0.41
C 2.3801 -0.8989 -2.4651 -2.33
C 2.2875 -1.8873 -1.2966 0.19
C 3.4173 -2.9224 -1.3844 -0.82
C 3.3335 -3.8827 -0.1993 -0.76
C 3.3400 -3.0767 1.0975 -0.66
H 3.1951 -3.7259 1.9614 0.36
C 2.2225 -2.0367 1.0448 -0.63
H 2.2493 -1.3806 1.9172 0.39
O 2.3487 -1.1861 -0.0707 -0.22
H 1.2455 -2.5480 1.0145 0.37
H 4.2969 -2.5629 1.2039 0.31
H 4.1720 -4.5808 -0.2193 0.36
H 2.4091 -4.4628 -0.2639 0.34
H 3.3430 -3.4661 -2.3270 0.32
H 4.3744 -2.3981 -1.3597 0.36
H 1.3253 -2.4287 -1.3484 0.48
H 2.1808 -1.4682 -3.3760 0.51
H 3.4005 -0.5159 -2.5190 0.55
H -0.6312 1.8653 -7.2360 0.42
H -1.5034 1.4050 -5.7663 0.28
H -0.1455 2.5410 -5.6775 0.28
```

Its electronic energy is -39637.5670 eV. The HOMO-LUMO gap comes out at 8.867 eV. The SMILES is CCOC(=O)C1(C[C@H]2CCCCO2)CCN(C(=O)Nc2ccc(C(=O)OC)cc2)CC1. The HOMO energy is -8.4 eV.

***

Below is 2 unconnected molecules or ions with the total composition C2H8NO at a distorted geometry, with properties calculated with ωB97M-V with the def2-TZVPD basis set.

The geometry in XYZ format:
```
12
Properties=species:S:1:pos:R:3:mulliken_charge:R:1
N 2.0263 1.3036 1.4687 -0.45
H 1.2334 0.7856 1.0593 0.27
H 2.1174 2.2314 1.0616 0.39
H 2.8221 0.8107 1.0613 0.39
H 2.0071 1.1589 2.4723 0.39
O 0.2084 -0.9257 -0.2076 -0.52
C -0.7811 -0.9526 -0.9104 0.18
C -1.9104 0.0379 -0.7878 -0.86
H -0.8820 -1.7362 -1.6788 0.36
H -1.9310 0.6792 -1.6629 0.30
H -2.8011 -0.5816 -0.6539 0.29
H -1.7731 0.5620 0.1584 0.24
```

Its electronic energy is -5734.2171 eV. The HOMO-LUMO gap comes out at 9.636 eV. The charge is +1. The HOMO energy is -13.8 eV.

***

What are the relative energy (zero: lowest compared OMol25 entry of this formula, charge and spin) values for these records? In order: 12.78; 80.54; 0.00; 0.00; 188.73; 131.33; 0.19; 15.38 kcal/mol.